Record 1
The molecule C7H9NOS. Source: the Open Molecules 2025 dataset; level of theory: ωB97M-V/def2-TZVPD.

## Properties
- E_HOMO: -8.6 eV
- Lowest unoccupied orbital energy: 0.00819 Eh
- Electronic energy: -21773.5694 eV
- Molar mass: 155.22 g/mol
- Orbital gap: 0.32493 hartree
- Charge: 0
- Relative energy (zero: lowest compared OMol25 entry of this formula, charge and spin): 3.2715 eV

```
19
Properties=species:S:1:pos:R:3:lowdin_charge:R:1
C 2.5888 -1.3328 0.1411 -0.12
C 3.1910 -0.4186 -0.7606 -0.08
C 1.4700 -0.7867 0.6647 -0.17
C 2.3585 0.6859 -0.8119 -0.14
C -2.2046 0.3623 -0.2613 -0.16
C -1.4234 0.6735 0.7981 -0.23
C -3.4446 -0.4645 -0.0029 -0.07
N 1.3836 0.4785 0.1185 -0.32
O -0.0206 2.5284 -0.8058 -0.56
S 0.1783 1.6855 0.5954 1.04
H 2.8830 -2.3477 0.2826 0.09
H 3.8931 -0.5739 -1.5486 0.09
H 1.0293 -1.0508 1.6946 0.14
H 2.5728 1.7413 -0.9391 0.12
H -2.0827 0.5239 -1.2715 0.09
H -1.4907 0.3141 1.8195 0.07
H -3.2849 -0.8124 1.0090 0.07
H -4.2713 0.1295 -0.0308 0.05
H -3.3254 -1.3355 -0.6911 0.11
```

---

Record 2
C2H2O2Sn as an isolated structure. Source: the Open Molecules 2025 dataset; level of theory: ωB97M-V/def2-TZVPD.

## Properties
- E_HOMO: -8.6 eV
- Lowest unoccupied orbital energy: -0.04572 Eh
- Electronic energy: -12027.1726 eV
- Molar mass: 176.75 g/mol
- Orbital gap: 0.26943 hartree
- Charge: 0
- Relative energy (zero: lowest compared OMol25 entry of this formula, charge and spin): 0.0000 eV

```
7
Properties=species:S:1:pos:R:3:lowdin_charge:R:1
O 0.4067 1.0213 1.4710 -0.03
C 0.3299 -0.0868 0.9307 -0.28
C -0.1440 -0.7649 -0.0662 -0.58
O 0.3264 -1.4346 -1.1855 -0.47
Sn -0.4778 -2.7338 -0.1546 1.23
H -0.3160 1.7846 -0.8315 0.06
H -0.1251 2.2143 -0.1639 0.07
```

---

| no. | maximum force (eV/A) |
| --- | --- |
| 1 | 5.5 |
| 2 | 6.5 |